Here is a molecular structure, C37H36Br3N7O2 from the Open Molecules 2025 dataset. Energies are from ωB97M-V with the def2-TZVPD basis set.

Atoms and positions in Å:
C  14.283  -15.111  2.316
Br  13.122  -16.074  3.590
Br  15.888  -16.062  1.651
Br  14.865  -13.409  3.075
H  13.658  -14.855  1.460
C  18.511  -9.731  2.410
C  18.516  -9.207  3.809
C  17.992  -9.987  4.828
C  17.549  -11.282  4.508
C  17.718  -11.792  3.228
C  18.211  -11.066  2.186
N  16.968  -12.125  5.591
O  17.193  -13.342  5.511
O  16.578  -11.554  6.630
H  18.857  -9.181  1.548
H  18.837  -8.186  3.951
H  18.022  -9.609  5.839
H  17.469  -12.824  3.026
H  18.274  -11.487  1.193
N  10.527  -11.561  1.265
C  9.991  -10.383  1.598
C  10.270  -9.731  2.833
C  11.182  -10.236  3.695
C  11.739  -11.513  3.365
C  11.314  -12.156  2.124
H  9.202  -10.082  0.924
H  9.835  -8.753  2.971
H  11.432  -9.892  4.688
H  12.237  -12.242  3.988
H  11.677  -13.143  1.880
N  9.594  -20.145  0.972
C  10.502  -19.592  1.759
C  10.335  -18.429  2.473
C  9.061  -17.821  2.319
C  8.097  -18.342  1.445
C  8.450  -19.473  0.665
H  11.396  -20.133  2.032
H  11.104  -18.086  3.149
H  8.833  -16.885  2.807
H  7.092  -17.981  1.289
H  7.871  -19.951  -0.111
N  12.731  -17.052  -1.487
C  13.371  -16.117  -2.270
C  12.990  -14.743  -2.040
C  12.003  -14.360  -1.073
C  11.343  -15.366  -0.312
C  11.832  -16.683  -0.502
H  14.003  -16.474  -3.070
H  13.482  -14.006  -2.657
H  11.754  -13.315  -0.957
H  10.635  -15.076  0.450
H  11.474  -17.511  0.092
N  10.898  -15.024  6.047
C  10.540  -14.624  7.349
C  9.158  -14.691  7.721
C  8.242  -15.207  6.818
C  8.640  -15.593  5.579
C  9.982  -15.363  5.105
H  11.236  -14.368  8.134
H  8.726  -14.499  8.692
H  7.229  -15.525  7.016
H  7.955  -16.180  4.985
H  10.436  -15.662  4.172
N  19.028  -15.088  -3.077
C  17.742  -14.760  -2.788
C  17.137  -15.431  -1.758
C  17.792  -16.537  -1.111
C  19.128  -16.854  -1.366
C  19.721  -16.000  -2.386
H  17.167  -14.014  -3.316
H  16.188  -15.080  -1.382
H  17.300  -17.075  -0.313
H  19.711  -17.445  -0.675
H  20.788  -16.028  -2.547
N  20.456  -20.241  3.808
C  20.948  -19.158  3.162
C  20.098  -18.154  2.682
C  18.742  -18.286  2.776
C  18.242  -19.386  3.464
C  19.111  -20.366  3.919
H  22.007  -18.994  3.023
H  20.367  -17.275  2.114
H  18.019  -17.504  2.595
H  17.176  -19.454  3.623
H  18.858  -21.297  4.406

For the maximum force, the calculation gives 0.095 Eh/bohr. The LUMO energy (spin up / spin down) comes out at 1.82 / 1.84 eV. The calculation puts the total energy at -9687.08492 Ha. Its charge is -1. The multiplicity is 2. For the gap between HOMO and LUMO (spin up / spin down), the calculation gives 3.230 / 6.793 eV. The calculation puts the HOMO energy (spin up / spin down) at -1.4056 / -4.9565 eV.